Record 1
Formula: C10H10F6N3O6S4ScTe4
Source: the Open Molecules 2025 dataset
Level of theory: ωB97M-V with the def2-TZVPD basis set

Net charge = -2
Multiplicity = 1
LUMO = 0.14323 hartree
Total energy = -5027.6545 hartree
Energy above the lowest of the compared OMol25 structures with the same formula, charge and spin = 3.285 eV

XYZ file:
```
44
Properties=species:S:1:pos:R:3:mulliken_charge:R:1
Sc 0.28784 -0.62640 -0.49924 1.048
C -1.53313 2.33813 -0.55151 -0.255
O -1.32100 1.35334 0.44319 0.122
C -1.13246 1.83796 1.74865 -0.965
C 0.30044 2.25055 1.95270 -0.423
O 1.04308 1.06822 1.80906 -0.125
C 2.42602 1.27301 2.02533 -0.796
H -2.36368 2.98979 -0.26075 0.249
H -1.80746 1.81535 -1.46951 -0.380
H -0.63058 2.93464 -0.73353 0.112
H -1.35484 1.00041 2.41316 0.251
H -1.81412 2.66766 1.97696 0.356
H 0.44517 2.70025 2.94569 0.526
H 0.61767 2.98138 1.19589 0.219
H 2.59926 1.60697 3.05582 0.308
H 2.81805 2.02598 1.33378 0.260
H 2.93241 0.32766 1.86256 0.193
Te -1.11865 0.06844 -3.34484 -0.091
Te -2.57527 1.78985 -4.65372 -0.410
Te -4.95748 0.82401 -1.96240 -0.432
Te -2.94969 -0.66226 -1.16813 -0.297
F 3.33993 -3.50536 -2.58143 -0.213
C 3.43580 -2.19447 -2.79541 0.531
F 3.97680 -1.61746 -1.72951 -0.170
F 4.23382 -1.98989 -3.84620 -0.223
S 1.75821 -1.52408 -3.16307 0.845
O 0.97443 -1.95330 -1.96675 -0.559
O 1.41279 -2.17031 -4.38477 -0.559
N 2.05508 -0.00848 -3.16588 -0.358
S 1.31957 1.28643 -2.53821 0.371
O 0.87884 1.20955 -1.07173 0.639
O 0.98962 2.43574 -3.33892 -0.588
C 3.00975 1.91885 -2.00978 0.525
F 3.83544 2.09156 -3.05004 -0.247
F 2.87795 3.10784 -1.39555 -0.245
F 3.61994 1.08934 -1.14305 -0.203
S -0.86411 -1.96758 1.30076 -0.652
C 0.68790 -2.64892 1.66679 1.185
S 2.04854 -1.93490 0.88525 -0.579
C 0.83364 -3.70331 2.54964 0.391
C -0.28187 -4.28349 3.22532 -0.140
N -1.17090 -4.74678 3.79497 -0.584
C 2.12048 -4.23704 2.86322 -0.034
N 3.15202 -4.68539 3.11836 -0.604
```

***

Record 2
Formula: C10H10FN2
Source: the Open Molecules 2025 dataset
Level of theory: ωB97M-V with the def2-TZVPD basis set

Net charge = +1
Multiplicity = 1
LUMO (spin up / spin down) = -0.26150 / -0.26147 hartree
Total energy = -596.0076 hartree
Energy above the lowest of the compared OMol25 structures with the same formula, charge and spin = 0.000 eV

XYZ file:
```
23
Properties=species:S:1:pos:R:3:mulliken_charge:R:1
C 0.18385 0.22508 -3.47620 -0.412
C -0.92995 -0.53274 -3.79340 -0.371
C 0.66423 0.32163 -2.18047 -0.332
C -1.64947 -1.25897 -2.80349 -0.376
C -0.17062 -0.29809 -1.28222 0.310
C -1.19318 -1.16140 -1.53337 0.302
C 0.70784 0.29384 1.18605 0.412
C 2.15333 1.49646 2.16687 -0.402
C 0.29477 0.30286 2.53141 0.199
C -0.91014 -0.41770 3.18050 -1.050
N 1.77917 1.08105 0.99939 -0.426
N 1.27226 1.00889 3.12685 -0.100
F -1.85479 -1.69892 -0.51601 -0.220
H 0.82416 0.75481 -4.16680 0.377
H -1.24809 -0.47265 -4.82249 0.390
H 1.56718 0.86983 -1.98575 0.500
H -2.57436 -1.75823 -3.05293 0.450
H 0.16384 -0.08445 0.32531 0.104
H 2.98993 2.04318 2.21923 0.518
H -0.63590 -1.48896 3.12352 0.292
H -1.81181 -0.13496 2.51573 0.283
H -1.04040 -0.03492 4.17371 0.379
H 1.41816 0.94438 4.06455 0.173
```

***

Record 3
Formula: C10H10FN2
Source: the Open Molecules 2025 dataset
Level of theory: ωB97M-V with the def2-TZVPD basis set

Net charge = +1
Multiplicity = 1
LUMO = -0.24840 hartree
Total energy = -595.8864 hartree
Energy above the lowest of the compared OMol25 structures with the same formula, charge and spin = 3.299 eV

XYZ file:
```
23
Properties=species:S:1:pos:R:3:mulliken_charge:R:1
C 2.71980 1.52141 -0.52116 -0.230
C 3.46587 0.97363 0.45908 -0.383
C 1.47493 1.02628 -0.83105 -0.688
C 2.90534 -0.22686 1.02886 -0.285
C 0.93729 -0.06394 -0.15814 0.460
C 0.08370 -2.81218 -0.66991 -0.761
C -4.17085 1.23163 0.08449 -0.453
C -0.79286 -1.82810 -0.34066 -0.400
C -3.75773 0.12970 0.63279 0.172
C -0.43465 -0.38968 -0.15979 0.992
N 1.75001 -0.71521 0.68359 -0.526
N -1.38412 0.41630 0.05266 -0.158
F -1.12628 1.72793 0.33117 -0.149
H 3.05828 2.40604 -1.18731 0.283
H 4.46342 1.43613 0.72850 0.331
H 0.92603 1.48651 -1.51749 0.570
H 3.51628 -0.58113 1.81758 0.395
H -0.08844 -3.93980 -0.62331 0.286
H 1.11283 -2.59446 -0.52273 0.293
H -5.10251 1.69689 0.43955 0.316
H -3.70916 1.52144 -0.87537 0.308
H -1.90704 -1.94713 -0.30655 0.208
H -3.94011 -0.47540 1.45520 0.417
```

***

Record 4
Formula: C10H10N
Source: the Open Molecules 2025 dataset
Level of theory: ωB97M-V with the def2-TZVPD basis set

Net charge = +1
Multiplicity = 1
LUMO (spin up / spin down) = -0.24098 / -0.25765 hartree
Total energy = -441.2162 hartree
Energy above the lowest of the compared OMol25 structures with the same formula, charge and spin = 10.382 eV

XYZ file:
```
21
Properties=species:S:1:pos:R:3:mulliken_charge:R:1
C 3.47900 -0.72618 0.48042 -0.227
C 3.19239 0.52522 -0.03178 -0.793
C 2.50612 -1.72939 0.37158 -1.145
C 1.98618 0.81182 -0.64652 -0.397
C 1.41265 -1.32202 -0.28513 0.763
C 0.99668 -0.16056 -0.78463 0.613
C -2.23961 -1.68871 -0.78169 -1.096
C -1.35114 -0.76508 -0.85984 0.425
C -0.31505 0.16996 -1.42383 -0.564
C -2.12062 -0.74371 0.39582 -0.335
N -3.37465 0.15674 0.60566 -0.378
H 4.38432 -0.88528 0.83956 0.553
H 3.92164 1.20473 0.04629 0.481
H 2.82735 -2.65385 0.77168 0.431
H 1.68786 1.67192 -1.08364 0.538
H -0.47745 1.16296 -1.25711 0.476
H -0.52052 0.01270 -2.57154 0.295
H -1.64778 -1.06982 1.39704 0.281
H -3.39242 0.57382 1.54930 0.356
H -4.29469 -0.29024 0.38450 0.372
H -3.47018 0.94991 -0.03484 0.353
```

***

Record 5
Formula: C10H10N13RuSTe4
Source: the Open Molecules 2025 dataset
Level of theory: ωB97M-V with the def2-TZVPD basis set

Net charge = -2
Multiplicity = 2
LUMO (spin up / spin down) = 0.10775 / 0.10818 hartree
Total energy = -2664.1117 hartree
Energy above the lowest of the compared OMol25 structures with the same formula, charge and spin = 3.510 eV

XYZ file:
```
39
Properties=species:S:1:pos:R:3:mulliken_spin:R:1
Ru 1.14574 -0.60333 0.05964 0.045
C -2.87134 0.82844 -0.45104 -0.028
C -1.59671 0.05139 -0.57079 0.131
N -0.91284 -0.35915 0.50410 0.262
N -1.26017 0.13254 1.74846 0.007
C -1.28246 -0.74050 2.68305 0.018
N -1.49327 -0.31009 3.98529 0.013
S -1.21369 -2.50270 2.50156 -0.004
C -1.07800 -0.34542 -1.81202 0.166
C -1.76424 -0.14745 -3.03840 0.076
C -1.21133 -0.56830 -4.21117 0.003
C 0.04826 -1.19951 -4.19034 0.174
C 0.67565 -1.34890 -2.97357 -0.077
N 0.16042 -0.95782 -1.80763 0.157
H -3.07072 1.03645 0.59739 0.004
H -3.72133 0.27768 -0.86573 0.006
H -2.78935 1.77953 -0.98339 0.006
H -1.30140 0.68144 4.05870 -0.001
H -0.92449 -0.83095 4.63772 0.000
H -2.72203 0.35408 -3.02435 0.028
H -1.73276 -0.41376 -5.14879 0.003
H 0.53627 -1.54417 -5.09066 0.015
H 1.65301 -1.81504 -2.92782 0.006
N 1.39916 2.47832 1.62832 0.001
C 1.09962 2.47274 0.28129 -0.006
N 0.70383 3.55097 -0.36969 0.001
N 0.58208 3.13352 -1.65093 0.001
N 0.87818 1.88834 -1.75025 0.004
N 1.23177 1.42256 -0.52467 -0.006
C 1.50873 1.34252 2.40179 -0.002
N 1.50263 1.37224 3.72263 0.000
N 1.67771 0.07889 4.08020 0.000
N 1.77874 -0.66653 3.03990 0.000
N 1.68739 0.11082 1.93515 -0.003
H 1.14527 3.31706 2.11977 0.001
Te 3.07431 -2.02292 -0.49830 0.026
Te 5.55132 -2.68162 -1.24802 -0.086
Te 2.31446 -4.33607 2.29513 0.041
Te 0.59157 -2.91528 0.85746 0.019
```

***

Record 6
Formula: C10H10N2
Source: the Open Molecules 2025 dataset
Level of theory: ωB97M-V with the def2-TZVPD basis set

SMILES string = Cn1ccnc1-c1ccccc1
Net charge = 0
Multiplicity = 1
LUMO = 0.02977 hartree
Total energy = -496.4157 hartree
Energy above the lowest of the compared OMol25 structures with the same formula, charge and spin = 4.936 eV

XYZ file:
```
22
Properties=species:S:1:pos:R:3:mulliken_charge:R:1
C 1.15105 -1.18514 2.04808 -1.261
C 1.33037 -2.75451 0.18036 -0.485
C 1.09012 -2.62753 -1.15384 -0.229
C 0.33638 -0.79873 -0.35439 0.130
C -0.34254 0.54439 -0.17044 0.727
C -0.25410 1.36304 -1.25229 -0.323
C -0.79405 2.66030 -1.22435 -1.104
C -1.52946 3.06879 -0.06986 -0.342
C -1.60392 2.14253 1.03660 -0.411
C -1.04551 0.86384 0.89699 -0.247
H 1.37919 -0.17027 2.14849 0.450
H 1.81428 -1.52553 2.54345 0.565
H 0.16018 -1.42314 2.56082 0.302
H 1.91990 -3.42588 0.66208 0.429
H 1.38242 -3.49251 -2.03736 0.241
H 0.27008 1.05018 -2.16514 0.394
H -0.86583 3.11585 -1.94071 0.767
H -1.87279 4.05308 0.20556 0.370
H -2.21839 2.56827 1.89467 0.290
H -1.31920 0.23658 1.78726 0.224
N 0.87390 -1.51602 0.71540 0.152
N 0.45754 -1.43376 -1.46972 -0.639
```

***

Record 7
Formula: C10H10N2O2
Source: the Open Molecules 2025 dataset
Level of theory: ωB97M-V with the def2-TZVPD basis set

Net charge = 0
Multiplicity = 1
LUMO = -0.01442 hartree
Total energy = -646.3894 hartree
Energy above the lowest of the compared OMol25 structures with the same formula, charge and spin = 19.390 eV

XYZ file:
```
24
Properties=species:S:1:pos:R:3:mulliken_charge:R:1
C 0.88424 1.57361 -0.30242 0.519
C -0.29531 1.04406 -0.97325 -0.335
C -0.48141 -0.25972 -1.17245 -0.428
C 1.84119 -0.69159 -0.38094 0.175
C -1.36258 1.02146 0.30633 -0.718
C -1.91907 -0.15250 -0.06452 -0.516
C -1.29958 -1.40151 0.16989 -0.578
C -0.07280 -1.44245 0.84519 -0.180
C 0.42848 -0.15911 1.36425 -0.884
C -0.14672 1.03812 1.03666 -0.578
H 2.79841 0.94660 0.45113 0.344
H -1.26563 1.55719 -1.20986 0.520
H -1.36709 -0.60259 -1.81530 0.550
H 0.69801 -2.12710 -1.14242 0.399
H -1.91887 1.94408 0.03987 0.737
H -2.97996 -0.01908 -0.39037 0.482
H -1.82806 -2.37398 -0.02077 0.377
H 0.34630 -2.37985 1.15438 0.590
H 1.26372 -0.29773 1.99489 0.522
H 0.43919 1.87190 1.13952 0.634
N 1.83390 0.68064 0.05598 -0.117
N 0.45559 -1.22413 -0.71322 -0.051
O 1.11605 2.80205 -0.13338 -0.881
O 2.83201 -1.34837 -0.23919 -0.583
```

***

Record 8
Formula: C10H10N2O2
Source: the Open Molecules 2025 dataset
Level of theory: ωB97M-V with the def2-TZVPD basis set

Net charge = 0
Multiplicity = 1
LUMO = 0.00335 hartree
Total energy = -646.7309 hartree
Energy above the lowest of the compared OMol25 structures with the same formula, charge and spin = 10.096 eV

XYZ file:
```
24
Properties=species:S:1:pos:R:3:mulliken_charge:R:1
C -2.03233 1.12156 -0.09216 -0.676
C -0.85431 0.52025 -0.55597 0.017
C -0.77330 -0.94207 -0.63742 -0.612
C -1.95178 -1.58984 -0.48262 -0.384
C -3.05526 -1.05282 0.08483 -0.301
C -3.13829 0.30726 0.30832 -0.398
C 0.59945 0.21423 0.55643 1.205
C 1.16394 1.47773 0.12499 -0.766
C 2.48954 1.47161 -0.20390 -0.405
C 2.77820 -0.93003 0.14405 0.236
H -2.18247 2.22458 0.05584 0.240
H 0.00403 1.14861 -0.87746 0.600
H 0.31133 -1.26472 -0.77939 0.433
H -2.12005 -2.74950 -0.69903 0.180
H -3.89156 -1.81933 0.25254 0.246
H -3.93409 0.74574 1.16000 0.169
H 1.02185 -1.72990 0.87384 0.378
H 0.55521 2.37606 0.11600 0.559
H 3.05264 2.41694 -0.45838 0.359
H 4.32001 0.40203 -0.38661 0.299
N 1.43753 -0.85657 0.50517 -0.234
N 3.27242 0.34608 -0.23959 -0.095
O -0.52050 0.09325 1.03450 -0.457
O 3.44781 -1.93117 0.19604 -0.593
```